{
  "formula": "C42H61BBrF2I2N2O16Si",
  "method": "ωB97M-V/def2-TZVPD",
  "total_charge": 1,
  "orbital_gap_ev": 8.000,
  "multiplicity": 1,
  "homo_ev": -10.816,
  "elements": ["C", "O", "B", "O", "C", "N", "C", "F", "F", "C", "C", "Si", "C", "C", "C", "C", "C", "C", "C", "C", "C", "C", "C", "C", "O", "C", "C", "O", "C", "C", "C", "C", "Br", "N", "C", "I", "C", "C", "I", "H", "H", "H", "H", "H", "H", "H", "H", "H", "H", "H", "H", "H", "H", "H", "H", "H", "H", "H", "H", "H", "H", "H", "H", "H", "H", "H", "H", "H", "H", "H", "H", "H", "H", "H", "H", "H", "C", "C", "C", "O", "C", "O", "O", "H", "H", "H", "H", "H", "H", "C", "C", "C", "O", "C", "O", "O", "H", "H", "H", "H", "H", "H", "C", "C", "C", "O", "C", "O", "O", "H", "H", "H", "H", "H", "H", "C", "C", "C", "O", "C", "O", "O", "H", "H", "H", "H", "H", "H"],
  "xyz": [[-0.2294, -3.2348, 1.4235], [-1.0310, -2.6438, 0.3810], [-2.3214, -2.9472, 0.3327], [-2.9813, -3.6130, 1.3433], [-3.2055, -2.5393, -0.9462], [-3.1859, -2.9725, -2.1979], [-2.1713, -3.9449, -2.6439], [-2.6024, -4.5155, -3.7815], [-2.1369, -4.9290, -1.7174], [-0.8146, -3.2581, -2.8808], [0.4328, -3.8878, -2.2660], [1.9428, -2.8140, -2.6340], [3.3882, -3.5052, -1.6401], [2.4312, -2.8483, -4.4469], [1.6697, -1.0294, -2.1105], [1.5251, -0.6969, -0.7629], [1.3471, 0.5943, -0.3198], [1.3022, 1.6466, -1.2340], [1.4174, 1.3338, -2.5789], [1.6026, 0.0333, -3.0181], [-4.1775, -2.3210, -2.9471], [-4.4149, -2.5654, -4.4036], [-4.8487, -1.3392, -5.2237], [-4.0243, -0.0856, -4.9404], [-3.1923, 0.1533, -6.0974], [-2.0890, 0.9275, -5.7971], [-2.3519, 2.4005, -5.6755], [-1.0168, 0.4149, -5.6307], [-4.7919, -1.4742, -2.0961], [-5.8986, -0.5047, -2.3101], [-7.1334, -0.7026, -1.4078], [-7.5268, -2.1544, -1.2135], [-8.6288, 0.1914, -2.3045], [-4.1539, -1.6052, -0.8590], [-4.3277, -0.8530, 0.3393], [-5.6449, -1.4822, 1.8364], [-3.5873, 0.2508, 0.4822], [-3.5810, 1.1757, 1.6541], [-2.2649, 0.7774, -1.0659], [-0.5084, -2.8493, 2.3994], [-0.2984, -4.3165, 1.4060], [0.8128, -2.9804, 1.2577], [-3.3415, -4.4530, 1.0362], [-0.9070, -2.2354, -2.5114], [-0.6800, -3.1767, -3.9601], [0.3350, -4.0639, -1.1981], [0.6020, -4.8720, -2.7133], [4.0101, -2.7081, -1.2420], [2.9879, -4.0958, -0.8128], [3.9661, -4.1937, -2.2546], [1.8531, -2.1451, -5.0441], [2.3491, -3.8586, -4.8440], [3.4748, -2.5370, -4.4925], [1.5731, -1.4974, -0.0362], [1.2534, 0.7942, 0.7388], [1.1804, 2.6558, -0.8673], [1.3821, 2.1372, -3.3042], [1.6841, -0.1414, -4.0823], [-3.5347, -2.9707, -4.8833], [-5.1966, -3.3231, -4.4922], [-5.9189, -1.1510, -5.1862], [-4.6458, -1.5939, -6.2625], [-3.3479, -0.2268, -4.0954], [-4.6626, 0.7892, -4.8060], [-1.4297, 2.9319, -5.8851], [-2.6122, 2.6062, -4.6344], [-3.1787, 2.7200, -6.3011], [-6.2660, -0.5252, -3.3288], [-5.4968, 0.4990, -2.1425], [-7.0187, -0.1642, -0.4751], [-8.2923, -2.2132, -0.4418], [-6.6937, -2.7851, -0.9068], [-7.9661, -2.5677, -2.1196], [-3.8312, 0.6753, 2.5835], [-2.5991, 1.6399, 1.7265], [-4.2714, 1.9949, 1.4420], [-3.4136, 5.6381, 4.6734], [-2.5053, 4.5810, 4.1028], [-1.1287, 4.4953, 4.7230], [-0.3493, 3.9609, 3.6411], [-0.9449, 4.3338, 2.4851], [-0.4594, 4.2115, 1.4066], [-2.1648, 4.8654, 2.7291], [-4.3023, 5.7523, 4.0541], [-3.7234, 5.3676, 5.6824], [-2.9114, 6.6053, 4.7056], [-2.9993, 3.6042, 4.1229], [-1.0780, 3.8392, 5.5876], [-0.7278, 5.4762, 4.9853], [4.9770, 5.9005, 1.6932], [4.5291, 4.6500, 0.9862], [3.3593, 3.9230, 1.6055], [3.5894, 2.5678, 1.1841], [4.9262, 2.4216, 1.0033], [5.4712, 1.3805, 0.8316], [5.5449, 3.6231, 1.0488], [5.9169, 6.2433, 1.2860], [4.2357, 6.6914, 1.5733], [5.1268, 5.7160, 2.7574], [4.3373, 4.8592, -0.0704], [2.3918, 4.2708, 1.2500], [3.3760, 3.9517, 2.6975], [11.4090, 6.2947, 2.9234], [9.9465, 6.5511, 3.1757], [8.9872, 5.6783, 2.3972], [7.8261, 6.5198, 2.3096], [8.2511, 7.8096, 2.3703], [7.5616, 8.7490, 2.1472], [9.5566, 7.8610, 2.7149], [12.0157, 7.0783, 3.3750], [11.7043, 5.3355, 3.3476], [11.6238, 6.2895, 1.8542], [9.7314, 6.5032, 4.2469], [8.7416, 4.7445, 2.8960], [9.3379, 5.4677, 1.3848], [-1.4422, -8.0151, 5.4876], [-0.9115, -7.7091, 4.1117], [0.1731, -8.6343, 3.6068], [0.8900, -7.7827, 2.6995], [0.7277, -6.5098, 3.1196], [1.3370, -5.5772, 2.7016], [-0.2192, -6.4427, 4.0843], [-2.0757, -7.2027, 5.8412], [-2.0278, -8.9338, 5.4724], [-0.6264, -8.1283, 6.2020], [-1.7337, -7.6491, 3.3921], [-0.2051, -9.5101, 3.0869], [0.8568, -8.9471, 4.3984]],
  "forces_ev_per_angstrom": [[0.46, 0.07, 0.25], [0.02, 0.18, -0.14], [-0.20, -0.53, 0.18], [0.45, -0.23, -0.32], [0.43, 0.43, 0.52], [-0.40, -0.34, -0.25], [0.87, 0.26, -0.52], [-0.26, -0.27, 0.13], [0.00, 0.20, 0.28], [0.01, 0.23, 0.40], [-0.30, -0.29, -0.47], [1.03, 0.13, 0.10], [-0.76, -0.22, -0.03], [-0.30, 0.15, 0.43], [-0.36, 0.29, -0.27], [0.08, -0.57, 0.13], [0.00, 0.46, 0.05], [0.03, -0.75, 0.27], [-0.02, 0.76, -0.16], [-0.10, -0.38, 0.07], [0.40, -0.33, -0.33], [-0.59, 0.15, -0.21], [0.30, 0.00, -0.16], [0.09, 0.06, -0.78], [0.16, -0.05, 0.20], [0.31, -0.23, 0.06], [0.10, -0.17, 0.17], [-0.38, 0.14, -0.11], [-0.29, 0.36, 0.45], [-0.21, 0.43, 0.35], [0.10, -0.22, -0.50], [-0.36, 0.03, 0.20], [0.01, 0.19, 0.16], [-0.58, -1.03, -0.08], [0.24, 0.73, -0.01], [0.04, -0.10, -0.18], [0.03, -0.14, -0.06], [0.29, 0.27, -0.45], [0.07, 0.18, 0.11], [-0.19, -0.05, 0.02], [-0.20, -0.04, 0.01], [-0.05, 0.12, -0.21], [-0.41, 0.10, 0.19], [-0.01, 0.07, 0.03], [-0.19, -0.04, -0.08], [-0.06, 0.18, 0.13], [0.10, -0.03, -0.01], [0.17, -0.03, -0.03], [0.16, 0.05, 0.18], [0.20, 0.08, -0.02], [-0.09, -0.15, -0.21], [0.00, 0.00, -0.18], [0.07, -0.02, -0.07], [0.03, 0.02, 0.15], [0.05, 0.02, 0.05], [-0.03, 0.12, -0.16], [0.00, -0.01, -0.09], [0.02, -0.01, -0.05], [0.15, 0.02, 0.14], [0.10, -0.16, -0.07], [-0.02, 0.02, 0.23], [-0.08, 0.01, -0.08], [-0.21, 0.10, 0.24], [0.00, 0.03, 0.30], [-0.04, 0.13, -0.11], [-0.06, 0.01, 0.04], [0.03, 0.05, -0.11], [0.32, -0.22, -0.11], [-0.08, 0.09, -0.05], [-0.02, -0.09, 0.13], [-0.02, -0.08, 0.04], [0.11, 0.04, 0.04], [0.14, 0.00, -0.14], [-0.13, -0.01, 0.05], [0.06, -0.05, 0.17], [-0.17, -0.03, 0.19], [0.02, 0.20, -0.21], [-0.13, 0.22, 0.19], [0.03, -0.11, 0.07], [-0.02, 0.03, 0.04], [0.01, 0.10, 0.03], [0.03, -0.08, -0.09], [0.01, -0.19, -0.01], [-0.04, -0.08, 0.04], [0.01, -0.03, 0.00], [0.04, -0.02, 0.03], [0.05, -0.03, -0.02], [0.09, -0.11, -0.09], [-0.08, 0.04, 0.00], [-0.12, -0.16, 0.04], [0.00, 0.23, 0.23], [-0.22, -0.04, -0.14], [0.01, 0.13, 0.10], [0.03, -0.05, -0.02], [0.01, -0.05, 0.01], [-0.08, -0.01, -0.11], [0.00, 0.12, -0.11], [-0.04, -0.03, -0.02], [-0.01, -0.02, 0.00], [0.00, -0.08, -0.02], [-0.04, -0.16, -0.05], [0.07, 0.08, 0.01], [0.07, 0.23, -0.18], [0.26, -0.12, -0.08], [-0.12, -0.09, 0.09], [0.42, -0.01, 0.09], [0.02, 0.03, -0.01], [-0.05, 0.04, -0.02], [-0.09, -0.05, 0.09], [-0.01, -0.04, 0.09], [-0.03, -0.01, 0.02], [-0.04, -0.04, -0.01], [-0.06, 0.01, -0.01], [-0.16, 0.05, 0.02], [0.10, 0.02, 0.02], [0.14, 0.21, 0.15], [-0.07, -0.15, 0.27], [-0.03, -0.08, -0.10], [-0.03, -0.04, 0.04], [0.09, -0.05, 0.13], [-0.06, 0.07, -0.07], [-0.06, 0.00, -0.17], [-0.08, -0.04, -0.06], [0.00, -0.01, -0.03], [0.02, -0.04, -0.03], [0.04, 0.01, -0.05], [0.06, 0.06, -0.15], [-0.06, 0.02, 0.07]]
}

---

{
  "formula": "C42H61Br3F3N3O5PS2",
  "method": "ωB97M-V/def2-TZVPD",
  "total_charge": -1,
  "orbital_gap_ev": 8.006,
  "multiplicity": 1,
  "homo_ev": -5.856,
  "elements": ["C", "O", "C", "C", "C", "C", "C", "C", "C", "C", "C", "C", "C", "C", "C", "C", "C", "C", "O", "P", "C", "C", "C", "C", "C", "C", "C", "C", "C", "Br", "C", "C", "Br", "S", "O", "O", "C", "F", "F", "F", "O", "C", "S", "Br", "H", "H", "H", "H", "H", "H", "H", "H", "H", "H", "H", "H", "H", "H", "H", "H", "H", "H", "H", "H", "H", "H", "H", "H", "H", "H", "H", "H", "H", "H", "H", "H", "H", "H", "H", "H", "H", "H", "H", "H", "C", "C", "C", "C", "N", "H", "H", "H", "H", "H", "H", "H", "C", "C", "C", "C", "N", "H", "H", "H", "H", "H", "H", "H", "C", "C", "C", "C", "N", "H", "H", "H", "H", "H", "H", "H"],
  "xyz": [[-1.8186, -3.6559, 3.7239], [-2.8634, -2.6922, 3.5184], [-3.7417, -3.1498, 2.4594], [-3.4442, -2.3234, 1.1441], [-4.2676, -2.9302, -0.0639], [-5.6405, -2.2056, -0.3531], [-5.4747, -0.6483, -0.6557], [-5.7711, 0.2638, 0.5994], [-5.2421, 1.7412, 0.4667], [-3.6756, 1.8419, 0.2269], [-3.4527, 2.3666, -1.2498], [-1.9886, 2.9378, -1.4945], [-2.0311, 4.2537, -0.5955], [-2.9627, 5.3718, -0.8166], [-3.0518, 6.5611, 0.0214], [-2.1724, 6.6882, 1.1845], [-1.2059, 5.6063, 1.4077], [-1.1237, 4.4154, 0.5540], [-0.9746, 2.1557, -0.8561], [0.3888, 1.7626, -1.8665], [1.5435, 1.8673, -0.3365], [1.1956, 1.0172, 0.9092], [2.2368, 0.0589, 1.3837], [2.0956, -0.7801, 2.5605], [0.8816, -0.7214, 3.3811], [-0.1594, 0.2308, 2.9794], [-1.4474, 0.3584, 3.8558], [0.0276, 1.0655, 1.7831], [0.0864, -0.1117, -1.8707], [-1.8392, -0.6101, -2.0107], [0.9549, -1.1486, -1.8252], [2.4637, -0.9727, -1.7076], [0.3045, -3.0163, -1.8739], [1.9698, 1.8388, -3.4659], [3.3498, 2.0963, -2.9911], [1.6415, 3.1002, -4.1858], [1.8348, 0.5568, -4.8180], [2.8346, -0.4174, -4.7935], [2.0739, 1.2047, -6.0308], [0.6290, -0.0475, -4.9830], [-0.6398, 2.0753, -3.2582], [-1.6037, 3.0869, -3.0390], [-2.9357, 2.6758, -4.2950], [-1.1113, 4.9500, -3.5982], [-2.1316, -4.4557, 4.4533], [-1.4790, -4.1273, 2.7587], [-0.9319, -3.0827, 4.1181], [-3.5664, -4.2345, 2.2027], [-4.8033, -2.9915, 2.8042], [-2.3503, -2.4203, 0.8763], [-3.6219, -1.2336, 1.3238], [-3.6358, -2.8669, -0.9871], [-4.4933, -4.0055, 0.1891], [-6.0597, -2.6802, -1.2917], [-6.4129, -2.3684, 0.4458], [-6.2842, -0.4178, -1.4129], [-4.4996, -0.4109, -1.1521], [-5.4331, -0.1980, 1.5695], [-6.8999, 0.3300, 0.6830], [-5.4672, 2.2709, 1.4299], [-5.8554, 2.2544, -0.3277], [-3.1529, 2.4406, 1.0123], [-3.2503, 0.8007, 0.2584], [-3.7086, 1.5115, -1.9323], [-4.2495, 3.1430, -1.4456], [-3.6506, 5.2702, -1.6975], [-3.8286, 7.3171, -0.2596], [-2.2614, 7.5790, 1.8474], [-0.5326, 5.7264, 2.2919], [-0.3540, 3.6692, 0.8341], [0.5773, 3.2023, -1.9219], [2.6337, 1.7512, -0.5345], [1.4292, 2.9459, -0.0101], [3.1930, -0.0309, 0.8090], [2.9320, -1.4866, 2.8000], [0.8166, -1.3996, 4.2640], [-1.1802, -0.0274, 4.8827], [-2.3243, -0.1697, 3.4102], [-1.6353, 1.4635, 3.9990], [-0.7820, 1.7896, 1.5460], [2.8063, -1.5389, -0.7862], [2.9321, 0.0268, -1.6582], [2.9658, -1.5457, -2.5468], [-2.2173, 2.3106, -5.4015], [4.1686, 2.5072, 5.0849], [2.9686, 2.6797, 6.0097], [1.6443, 2.2894, 5.3508], [1.3020, 3.1627, 4.2294], [1.0396, 3.8399, 3.3400], [4.1016, 3.1624, 4.2146], [5.0907, 2.7532, 5.6160], [4.2481, 1.4757, 4.7338], [2.9254, 3.7162, 6.3557], [3.1151, 2.0531, 6.8943], [0.8457, 2.3401, 6.0962], [1.6884, 1.2517, 5.0071], [7.6659, -2.3115, -0.1237], [7.0470, -1.1789, -0.9349], [6.9877, 0.1453, -0.1705], [6.1023, 0.0770, 0.9931], [5.4033, 0.0246, 1.9038], [7.0702, -2.5430, 0.7614], [7.7268, -3.2177, -0.7293], [8.6780, -2.0546, 0.1993], [6.0440, -1.4716, -1.2558], [7.6420, -1.0312, -1.8400], [6.6290, 0.9289, -0.8432], [7.9916, 0.4391, 0.1477], [1.5151, -7.8905, -5.2832], [0.9008, -6.5205, -5.5474], [1.1338, -5.5268, -4.4074], [0.4663, -5.9318, -3.1699], [-0.0565, -6.2553, -2.1989], [1.0617, -8.3726, -4.4150], [1.3611, -8.5441, -6.1441], [2.5912, -7.8106, -5.1105], [-0.1704, -6.6354, -5.7315], [1.3403, -6.1105, -6.4608], [0.7576, -4.5452, -4.7066], [2.2054, -5.4101, -4.2258]],
  "forces_ev_per_angstrom": [[0.78, 0.49, 0.16], [-0.05, -1.56, -0.68], [0.11, 0.91, -0.76], [0.15, -0.77, -0.05], [-0.50, 0.61, 0.61], [0.52, 0.22, -0.87], [-1.12, -0.35, 0.16], [-0.51, 0.25, -0.18], [0.11, -0.31, 0.74], [-0.51, -0.54, -1.00], [-0.16, -0.70, 0.21], [-0.92, 1.29, 1.99], [0.68, 2.62, 1.31], [0.68, -0.47, 0.71], [1.15, -1.79, 0.29], [-0.06, -2.05, -1.92], [-1.37, 0.52, -0.91], [-1.38, 1.74, -0.28], [-0.52, -0.87, -1.30], [-1.90, 3.08, 2.34], [-0.22, -0.03, 1.75], [1.02, -2.46, 2.55], [-1.35, 0.17, 0.57], [-1.38, 1.09, -0.65], [0.65, 1.38, -2.30], [1.46, -0.64, -0.61], [1.30, 0.77, 0.06], [0.65, -0.69, 0.13], [-0.87, -1.57, -0.50], [1.24, 0.49, 0.02], [-0.41, 1.35, 0.06], [0.99, -2.35, 0.15], [1.02, 1.31, 0.16], [1.85, 5.62, -0.71], [-0.57, -2.63, 0.18], [-0.70, -2.35, 0.08], [1.03, -1.04, -3.60], [-1.54, 1.01, 0.57], [-0.32, -0.69, 1.73], [1.37, 0.57, 0.87], [-1.17, 0.29, 0.08], [0.84, -2.09, -0.93], [-0.56, -0.26, 0.34], [0.55, -0.33, 0.45], [0.27, 0.68, -0.66], [-0.41, 0.41, 0.83], [-0.90, -0.69, -0.19], [-0.28, 0.96, 0.55], [0.96, -0.25, -0.39], [-1.01, 0.05, 0.53], [0.04, -0.96, -0.25], [-0.61, -0.22, 0.74], [0.38, 0.87, -0.51], [0.36, 0.41, 1.00], [0.79, 0.19, -0.50], [0.97, 0.02, 0.66], [-0.69, -0.35, 0.61], [-0.07, 0.38, -1.01], [1.11, -0.15, 0.04], [0.00, -0.40, -0.80], [0.83, -0.40, 0.60], [-0.53, -0.28, -0.77], [-0.21, 0.98, 0.14], [0.45, 0.82, 0.52], [1.20, -0.49, 0.04], [0.70, 0.32, 0.95], [0.94, -0.68, 0.47], [0.28, -0.93, -0.55], [-0.54, -0.46, -1.01], [-0.80, 0.62, -0.42], [0.89, -0.49, -0.55], [-0.85, -0.03, -0.12], [-0.01, -1.08, -0.66], [-1.11, 0.22, 0.67], [-0.92, 0.81, -0.13], [-0.23, 0.79, -0.75], [-0.61, 0.09, -1.07], [0.72, 0.44, 0.51], [-0.18, -1.12, -0.29], [0.64, -0.73, 0.19], [-0.48, 0.67, -0.87], [-0.89, -0.34, -0.18], [-0.60, 0.74, 0.70], [0.24, 0.37, 0.98], [0.04, -0.01, 0.05], [0.36, 0.06, -0.04], [0.04, -0.09, 0.40], [-0.05, -0.18, -0.11], [0.05, 0.10, 0.11], [-0.04, -0.07, -0.02], [-0.01, -0.01, -0.04], [-0.02, 0.06, -0.07], [-0.10, -0.05, 0.02], [-0.14, 0.02, -0.03], [-0.08, 0.06, -0.15], [-0.04, 0.15, -0.20], [-0.03, -0.04, -0.03], [0.11, -0.34, 0.01], [-0.02, 0.05, -0.40], [0.06, 0.13, 0.09], [0.24, -0.09, -0.04], [0.03, 0.04, 0.00], [0.01, 0.02, 0.06], [-0.03, -0.01, 0.02], [0.02, 0.13, 0.00], [-0.10, 0.12, 0.04], [-0.09, 0.03, 0.16], [-0.09, -0.03, 0.13], [-0.05, -0.04, -0.06], [0.09, -0.33, -0.10], [-0.08, 0.15, -0.38], [0.07, -0.01, 0.09], [0.02, -0.09, -0.16], [0.04, 0.05, 0.02], [0.03, -0.01, 0.05], [-0.04, -0.01, 0.02], [0.03, 0.11, 0.04], [-0.06, 0.10, 0.09], [-0.01, 0.00, 0.23], [-0.08, -0.03, 0.14]]
}